[1]
The following is a DFT calculation (ωB97M-V/def2-TZVPD) of one molecule with the formula C7H11NO in a non-equilibrium geometry.

XYZ file:
```
20
Properties=species:S:1:pos:R:3:nbo_charge:R:1
C 3.10007 -0.62888 -0.01732 -0.52
N -2.79377 0.02230 0.10793 -0.83
C 1.80648 -0.29630 -0.04858 0.31
H -1.74973 -1.64018 -0.94662 0.19
C -0.38383 -0.34535 0.07121 0.25
H -2.78639 0.59202 -0.78358 0.35
C -0.07001 0.73153 -0.99872 -0.43
H -0.78539 1.55857 -0.87359 0.21
H 0.43616 0.34198 2.11661 0.22
H 0.16970 0.44537 -2.05860 0.22
H -3.65180 -0.49697 0.15905 0.36
H 3.88203 0.17075 0.03172 0.22
C -1.73368 -1.05975 -0.01496 -0.24
H -1.96279 -1.69542 0.88547 0.21
O 0.76181 -1.21197 0.05992 -0.51
C 0.07781 0.71488 1.12718 -0.40
H 1.84716 1.92403 -0.01455 0.23
H -0.63813 1.51278 1.25443 0.22
C 1.11311 1.06434 -0.01093 -0.28
H 3.36119 -1.70375 -0.04607 0.22
```

Calculated values
HOMO energy = -8.51 eV
E_tot = -10972.7430 eV
ΔE to the lowest compared entry with this formula, charge and spin = 244.4 kJ/mol
HOMO-LUMO gap = 9.4426 eV
charge = 0

[2]
The following is a DFT calculation (ωB97M-V/def2-TZVPD) of a 2-piece molecular cluster, C7H16O overall.

XYZ file:
```
24
Properties=species:S:1:pos:R:3:nbo_charge:R:1
H 1.00505 2.16804 -1.49761 0.21
O -2.41833 1.73779 -1.65125 -0.52
H 1.43134 2.60693 0.15172 0.22
H 0.70970 -2.71189 -0.61592 0.19
H -1.07140 3.64784 0.20137 0.23
H -0.06696 -3.88560 1.97609 0.20
H -0.45314 -1.39954 1.87719 0.19
H 1.62776 -3.60563 1.53060 0.20
H -0.90864 1.91724 0.39555 0.22
H -0.94859 -2.57605 -0.17766 0.20
C 0.38261 -1.85936 1.34648 -0.39
H -1.27081 3.27248 -2.32221 0.09
H 1.21193 -1.14886 1.42485 0.19
H 1.02077 -3.01330 3.07062 0.21
C 0.00419 -2.04107 -0.11356 -0.39
H 1.02292 3.85304 -1.03483 0.21
H -0.03090 -0.91683 -1.95724 0.21
C -0.11582 -0.72639 -0.89163 -0.61
C 0.77329 2.84628 -0.68196 -0.61
H -1.07412 -0.25623 -0.66671 0.22
C -0.69547 2.74075 -0.28341 -0.52
C 0.75395 -3.17732 2.02884 -0.60
H 0.66711 -0.02841 -0.59105 0.19
C -1.55644 2.55609 -1.51829 0.46
```

Calculated values
HOMO energy = -9.80 eV
E_tot = -9565.5825 eV
ΔE to the lowest compared entry with this formula, charge and spin = 66.4 kJ/mol
HOMO-LUMO gap = 10.7941 eV
charge = 0

[3]
The following is a DFT calculation (ωB97M-V/def2-TZVPD) of one molecule with the formula C3H6N2O.

XYZ file:
```
12
Properties=species:S:1:pos:R:3:nbo_charge:R:1
O 2.44664 0.16648 1.87242 -0.55
H 2.02680 1.40133 0.30840 0.11
H -1.97095 0.89411 -0.79049 0.17
N 1.52051 -0.56271 -0.11221 -0.64
C 0.25659 -0.11781 -0.54769 0.26
N -0.76691 -0.82490 -0.34648 -0.44
H 0.23844 0.91421 -0.93612 0.15
H 1.41759 -1.46894 0.34564 0.41
C 2.04540 0.39378 0.75980 0.54
H -2.83290 -0.66569 -0.87090 0.21
H -2.34796 -0.01060 0.68430 0.21
C -2.03327 -0.11926 -0.36666 -0.43
```

Calculated values
HOMO energy = -9.83 eV
E_tot = -8235.2001 eV
ΔE to the lowest compared entry with this formula, charge and spin = 144.6 kJ/mol
HOMO-LUMO gap = 10.8338 eV
charge = 0

[4]
The following is a DFT calculation (ωB97M-V/def2-TZVPD) of one molecule with the formula C11H22N2O2.

XYZ file:
```
37
Properties=species:S:1:pos:R:3:nbo_charge:R:1
C 2.56658 -0.73348 -0.91364 -0.49
C -3.24966 1.46501 -1.78599 -0.06
H 0.13475 -0.50386 -2.53670 0.21
C -3.67633 1.94731 -3.17079 -0.61
C 3.36946 -1.61519 3.64517 -0.61
C 1.20800 -0.32516 3.46873 -0.61
H 1.58304 -2.28234 2.63237 0.23
H -4.53111 2.61271 -3.08856 0.21
H 3.57069 -0.32423 -0.79096 0.21
H 1.74088 0.60834 3.64150 0.20
H -5.24144 1.33620 -0.96580 0.21
H 1.48582 1.04323 -0.30389 0.23
C -4.37355 0.69567 -1.09516 -0.61
H -2.16007 -0.22562 -2.41255 0.39
O 1.53824 -2.53826 0.30812 -0.64
H 2.98501 0.01101 1.44101 0.39
H -4.04811 0.34985 -0.11725 0.22
C 2.15608 -1.49234 0.33809 0.68
H 4.01392 -2.33627 3.14862 0.22
H -4.66554 -0.16718 -1.69138 0.20
N -2.06679 0.63328 -1.89336 -0.62
C 0.17722 -0.13964 -1.50873 -0.51
H 2.56916 -1.42967 -1.75327 0.23
C 2.12606 -1.34660 2.80054 -0.06
H 3.92931 -0.69455 3.80040 0.20
H -2.86219 2.48520 -3.64996 0.22
O -0.72304 1.91324 -0.61331 -0.64
H -3.95429 1.10224 -3.79828 0.20
H 1.92656 1.01372 -2.00894 0.21
H -0.05129 -0.98103 -0.84838 0.25
H -2.95187 2.32009 -1.17071 0.23
C -0.89419 0.91745 -1.28589 0.69
C 1.56876 0.39777 -1.18132 -0.38
H 3.08432 -2.01392 4.61466 0.21
H 0.34702 -0.12052 2.83699 0.22
N 2.51207 -0.87806 1.48438 -0.62
H 0.85652 -0.70442 4.42424 0.21
```

Calculated values
HOMO energy = -9.47 eV
E_tot = -18840.8190 eV
ΔE to the lowest compared entry with this formula, charge and spin = 0.0 kJ/mol
HOMO-LUMO gap = 10.3127 eV
charge = 0

[5]
The following is a DFT calculation (ωB97M-V/def2-TZVPD) of a 3-piece molecular cluster, C3H13NO2 overall in a non-equilibrium geometry.

XYZ file:
```
19
Properties=species:S:1:pos:R:3:nbo_charge:R:1
H 1.83261 -1.71501 1.36377 0.49
H -1.53331 0.78696 0.62382 0.19
H 0.99080 1.89614 1.17191 0.37
H 0.14810 -0.43625 1.81140 0.50
H 3.07892 -2.43469 1.22421 0.46
O -0.08490 -1.42568 1.75374 -1.01
C -0.41481 0.17430 -1.20482 -0.41
H -0.63460 -1.59909 2.47885 0.47
H -1.94447 1.52860 -2.05217 0.21
H -2.38053 -0.32338 -2.01346 0.22
C -1.61171 0.47278 -2.21848 -0.63
N 0.64244 0.97337 0.95749 -0.86
C -0.56037 1.19724 0.08836 -0.22
O 2.80397 -1.56770 1.42684 -0.96
H -1.29478 0.29645 -3.26744 0.22
H 0.59741 0.21885 -1.53620 0.19
H -0.67780 2.20977 -0.25788 0.18
H 1.41643 0.59781 0.39651 0.38
H -0.37338 -0.85045 -0.74643 0.22
```

Calculated values
HOMO energy = -10.09 eV
E_tot = -8906.2691 eV
ΔE to the lowest compared entry with this formula, charge and spin = 111.6 kJ/mol
HOMO-LUMO gap = 11.0250 eV
charge = 0

[6]
The following is a DFT calculation (ωB97M-V/def2-TZVPD) of one molecule with the formula C5H5N.

XYZ file:
```
11
Properties=species:S:1:pos:R:3:nbo_charge:R:1
C 1.26951 -0.71137 0.04764 0.03
C -1.25669 0.28373 0.06186 -0.26
H -0.36249 2.24828 -0.00611 0.22
H 1.95463 1.30903 -0.25451 0.22
C -0.19172 1.17483 -0.00700 -0.17
C -0.97591 -1.07853 0.00498 0.03
H 2.26732 -1.13606 0.14913 0.19
H -2.28292 0.63133 0.13762 0.22
C 1.09884 0.66363 -0.08315 -0.26
N 0.25855 -1.58064 0.06056 -0.42
H -1.77912 -1.80423 -0.11102 0.19
```

Calculated values
HOMO energy = -9.65 eV
E_tot = -6755.8500 eV
ΔE to the lowest compared entry with this formula, charge and spin = 5.6 kJ/mol
HOMO-LUMO gap = 10.6950 eV
charge = 0